Below is C8H16FNO2 in the gas phase, with properties calculated with wB97M-V/def2-TZVPD.

Output
* LUMO: 0.67 eV
* energy relative to the best compared isomer or geometry (same formula, charge and spin): 54.9 kcal per mole
* 2S+1: 1
* structure (SMILES): CC[C@H](F)[C@@H]1CNC[C@H](O)[C@H]1O

Positions of all 28 atoms, in Å:
1 H -0.751 1.085 -2.290
2 C 0.113 0.380 -2.416
3 H 1.442 2.271 0.999
4 O -1.490 0.868 3.036
5 C 1.133 0.233 -1.173
6 H -2.270 -1.367 2.222
7 C 0.673 0.722 -3.836
8 H 0.885 1.844 -3.898
9 H 1.825 0.416 -4.006
10 H -0.080 0.414 -4.714
11 F 2.058 -0.558 -1.668
12 H 1.609 -0.434 0.610
13 H -0.687 1.320 3.617
14 H -0.558 1.348 0.386
15 H 0.462 -2.406 0.939
16 C -0.056 -1.744 0.145
17 H -0.406 -0.593 -2.474
18 H -2.809 0.002 1.090
19 C -0.052 0.704 0.976
20 H -0.045 -0.643 2.461
21 H 0.020 -2.220 -0.814
22 N -1.428 -1.493 0.191
23 C -2.011 -0.726 1.387
24 H 1.747 1.165 -1.050
25 C 0.641 -0.331 0.098
26 H -2.048 -2.299 -0.016
27 C -0.846 0.051 1.998
28 O 0.935 1.611 1.656

Mulliken population analysis, charges in e, atoms 1 to 8: number 1, H, carries 0.39; number 2, C, carries -0.48; number 3, H, carries 0.34; number 4, O, carries -0.59; number 5, C, carries -0.16; number 6, H, carries 0.33; number 7, C, carries -1.04; number 8, H, carries 0.29


Below is C5H11NOS in the gas phase, with properties calculated with wB97M-V/def2-TZVPD.

Output
* LUMO: 0.67 eV
* energy relative to the best compared isomer or geometry (same formula, charge and spin): 35.1 kcal per mole
* 2S+1: 1
* structure (SMILES): CCCC(=O)N(C)S

Positions of all 19 atoms, in Å:
1 H -3.525 0.493 0.302
2 C 0.808 -1.358 1.616
3 H 0.792 -0.803 2.514
4 H -2.130 2.568 1.129
5 S 2.485 -0.405 -0.445
6 C -0.166 -0.210 -0.360
7 H 2.475 0.950 -0.278
8 H -1.926 -1.249 0.290
9 H -2.592 0.572 -1.206
10 H 1.661 -2.027 1.694
11 H -2.974 2.854 -0.301
12 H -1.344 -0.113 1.493
13 H -1.238 2.480 -0.416
14 O -0.203 0.033 -1.549
15 C -2.217 2.224 0.112
16 H -0.072 -1.983 1.615
17 C -1.510 -0.259 0.473
18 C -2.568 0.770 -0.088
19 N 0.952 -0.646 0.311

Mulliken population analysis, charges in e, atoms 1 to 8: number 1, H, carries 0.40; number 2, C, carries -0.91; number 3, H, carries 0.32; number 4, H, carries 0.32; number 5, S, carries -0.12; number 6, C, carries 0.54; number 7, H, carries 0.14; number 8, H, carries 0.37


Below is C26H26N2O2S2 in the gas phase, with properties calculated with wB97M-V/def2-TZVPD.

Output
* LUMO: 0.35 eV
* 2S+1: 1
* structure (SMILES): O=C(NCCSCc1ccccc1)c1ccc([C@H]2SCC(=O)N2Cc2ccccc2)cc1

Positions of all 58 atoms, in Å:
1 S -5.436 -0.349 -1.348
2 H 1.843 -2.590 -1.382
3 C -3.684 0.072 -1.673
4 H 3.164 -0.202 1.168
5 C -1.853 0.912 -0.194
6 H -3.707 0.462 -2.693
7 H -3.917 3.999 0.800
8 C -4.739 -2.058 0.796
9 C -1.001 -2.383 0.442
10 C -2.439 -2.766 0.297
11 C -3.124 1.086 -0.728
12 H 5.988 -2.919 -0.166
13 N -3.307 -1.904 0.881
14 C -3.336 3.131 0.525
15 H -1.137 -1.468 2.388
16 C -5.436 -0.754 0.430
17 C 1.186 -2.328 -0.565
18 C 4.561 -1.725 -1.255
19 H -0.526 -3.293 -1.425
20 H 5.262 1.407 -0.376
21 C 2.047 3.471 0.083
22 H 3.263 4.841 1.191
23 H -2.958 -1.085 1.353
24 C 1.666 -1.580 0.505
25 H 1.141 4.046 0.204
26 H 4.499 -3.777 -0.611
27 H -5.129 -2.404 1.762
28 C -0.503 -1.691 1.542
29 H 1.082 1.937 -1.053
30 C -3.858 2.210 -0.365
31 S 4.189 -2.366 1.326
32 H -1.264 0.054 -0.486
33 H -3.101 -0.850 -1.666
34 H -1.674 3.653 1.771
35 C 3.089 -1.102 0.545
36 C -1.334 1.829 0.704
37 H 3.765 0.276 -2.439
38 H -5.001 0.090 0.968
39 H -0.348 1.672 1.118
40 H -6.495 -0.822 0.675
41 C -2.076 2.939 1.068
42 O 5.043 -1.645 -2.362
43 O -2.799 -3.739 -0.334
44 H 5.323 3.516 0.897
45 C 2.013 2.281 -0.624
46 C 3.168 1.532 -0.794
47 C 3.132 0.230 -1.547
48 C 0.818 -1.290 1.567
49 C 4.360 1.987 -0.242
50 H 2.104 0.005 -1.855
51 H -4.934 -2.831 0.047
52 C 3.236 3.915 0.635
53 N 3.654 -0.864 -0.750
54 C 4.908 -2.825 -0.267
55 C -0.137 -2.724 -0.594
56 H 1.202 -0.744 2.417
57 H -4.845 2.352 -0.781
58 C 4.393 3.171 0.471

Mulliken population analysis, charges in e, atoms 1 to 8: number 1, S, carries -0.16; number 2, H, carries 0.46; number 3, C, carries -0.88; number 4, H, carries 0.54; number 5, C, carries 0.00; number 6, H, carries 0.49; number 7, H, carries 0.40; number 8, C, carries -0.80


Below is H3IP2S in the gas phase, with properties calculated with wB97M-V/def2-TZVPD.

Output
* LUMO: -0.36 eV
* energy relative to the best compared isomer or geometry (same formula, charge and spin): 0.0 kcal per mole
* 2S+1: 1
* structure (SMILES): S[PH]#[PH]I

Positions of all 7 atoms, in Å:
1 H -0.692 0.160 -1.945
2 P 0.883 1.225 0.283
3 I 2.663 -0.255 -0.207
4 H -0.551 -1.386 0.820
5 P -1.122 0.715 -0.625
6 S -1.744 -1.173 0.207
7 H 0.564 0.714 1.467

Just the Mulliken charges please, in e? Sure, here they are: number 1, H, carries 0.10; number 2, P, carries -0.09; number 3, I, carries 0.01; number 4, H, carries 0.13; number 5, P, carries 0.00; number 6, S, carries -0.22; number 7, H, carries 0.07